[1]
8
Properties=species:S:1:pos:R:3:forces:R:3 method="wB97M-V/def2-TZVPD" charge=+2 s2=0.75 lumo_energy_ev="-10.2 / -10.2" orbital_gap_ev="7.284 / 7.820" homo_energy_ha="-0.642 / -0.664" multiplicity=2
O 1.4532 0.6114 -0.0523 -0.6 -1.3 -0.5
C 1.3968 0.5474 -1.3181 0.7 -1.4 1.6
Li 0.1665 0.6674 1.5612 -0.1 0.6 0.0
Y 0.6411 -1.6681 -0.4368 -1.1 3.5 -0.1
H 1.9691 1.3634 -1.8177 -0.7 -0.2 -0.2
C -1.3981 -0.5620 0.6083 0.7 -1.3 -0.5
H -2.2384 -1.2784 0.5295 0.5 -0.1 -0.1
H -1.9902 0.3189 0.9259 0.7 0.1 -0.1

[2]
6
Properties=species:S:1:pos:R:3:forces:R:3 method="wB97M-V/def2-TZVPD" de_lowest_ev=2.4403 lumo_energy_ev=0.1 orbital_gap_ev=11.424 homo_energy_ha=-0.415 smiles=CC#N
C 0.1961 -0.3411 -0.1353 0.4 -0.5 -0.4
C -0.1326 1.2411 -0.1239 -0.8 -0.9 1.1
N -0.9194 1.0998 0.7412 -0.1 1.3 -0.2
H 1.2532 -0.3780 0.0914 0.1 -0.2 -0.2
H -0.3468 -0.9837 0.5722 0.1 0.5 -0.2
H -0.0504 -0.6381 -1.1456 0.3 -0.2 -0.1

[3]
8
Properties=species:S:1:pos:R:3:forces:R:3 method="wB97M-V/def2-TZVPD" de_lowest_ev=5.2607 charge=+1 lumo_energy_ev="-8.2 / -8.2" orbital_gap_ev="8.649 / 8.650" homo_energy_ha="-0.618 / -0.618"
H -0.4935 1.6793 -1.3144 -0.1 -0.3 0.3
N -0.8518 0.9909 -0.6359 -1.1 3.2 -2.7
C -0.4595 0.1022 0.0077 1.0 -2.4 2.2
C 1.0307 -0.4672 0.1100 1.9 -2.8 0.8
N 1.5829 0.0135 -0.8554 -0.2 3.4 -4.0
O 1.4325 0.7754 -1.7724 0.9 -1.9 2.5
H -0.9475 -0.5925 0.6267 -1.3 -0.6 1.0
H 1.4677 -1.4133 0.5809 -1.1 1.6 -0.1

[4]
9
Properties=species:S:1:pos:R:3:forces:R:3 method="wB97M-V/def2-TZVPD" de_lowest_ev=4.5196 charge=-1 lumo_energy_ev="4.3 / 4.3" orbital_gap_ev="7.222 / 7.222" homo_energy_ha="-0.109 / -0.109"
C -1.9809 -0.4291 1.2830 -2.3 0.8 1.1
C 0.0437 0.6816 0.5305 3.2 -0.2 0.4
N -0.7738 0.2792 -0.4892 -0.6 0.9 -1.8
N -0.7731 -0.4720 0.7598 -0.6 -1.7 1.1
O -1.8832 -0.4883 3.4799 -0.6 -4.6 -2.7
O -3.1224 -0.4127 0.9546 2.2 -0.5 1.1
H 1.2054 0.3521 0.3589 -2.2 1.1 1.1
H -0.1424 1.5165 1.2685 0.3 -0.3 -0.8
H -1.7505 0.3918 3.5621 0.7 4.5 0.4